No. 1
Density functional theory data (wB97M-V/def2-TZVPD) for a molecular structure, C3H2AgNaO3 at a distorted geometry.

Results
Expectation value of S²: 0.757
Orbital gap (alpha / beta), eV: 5.920 / 5.893
Electronic energy, hartree: -650.12767
Charge: +1
Spin multiplicity: 2

Last column: Mulliken charge in e.
Cartesian coordinates (Å):
C1 1.33 -0.24 0.60  0.124
C2 0.32 -0.22 -0.40  -0.125
O1 -0.78 -0.95 -0.23  -0.184
C3 -2.09 -0.32 -0.40  0.020
O2 -2.27 0.66 0.30  -0.438
O3 2.42 0.34 0.45  -0.700
Ag1 -4.78 0.59 -0.94  0.732
H1 0.77 -0.16 1.58  0.215
H2 0.52 0.19 -1.39  0.323
Na1 4.57 0.10 0.42  1.034

---

No. 2
Density functional theory data (wB97M-V/def2-TZVPD) for a single C7H13N3 molecule at a distorted geometry.

Results
Orbital gap, eV: 9.314
SMILES string: CC(C)(C)N1N=CCC=N1
Electronic energy, hartree: -438.68705

Last column: Mulliken charge in e.
Cartesian coordinates (Å):
C1 1.92 0.40 0.69  -1.562
C2 0.46 0.85 0.56  1.479
C3 0.28 2.14 -0.25  -1.708
C4 -0.09 1.20 1.94  -1.731
N1 -0.15 -0.29 -0.15  1.027
N2 -1.10 0.09 -1.09  -0.666
C5 -1.51 -0.90 -1.78  -0.297
C6 -0.91 -2.23 -1.61  -0.569
C7 -0.82 -2.39 -0.13  -0.302
N3 -0.38 -1.43 0.60  -0.782
H1 1.92 -0.61 1.16  0.389
H2 2.35 0.28 -0.32  0.379
H3 2.75 1.07 1.19  0.311
H4 1.09 2.89 -0.03  0.362
H5 -0.61 2.55 0.05  0.428
H6 0.38 1.88 -1.29  0.478
H7 -1.12 1.07 1.75  0.476
H8 0.19 0.43 2.62  0.410
H9 0.14 2.22 2.22  0.377
H10 -2.23 -0.67 -2.49  0.478
H11 -1.57 -3.04 -1.80  0.307
H12 0.01 -2.19 -2.16  0.254
H13 -0.99 -3.33 0.32  0.460

---

No. 3
Density functional theory data (wB97M-V/def2-TZVPD) for a single C4H7N3O molecule at a distorted geometry.

Results
Orbital gap, eV: 9.793
SMILES string: C=C(O)[C@H](N)N=C=N
Electronic energy, hartree: -396.07494

Last column: Mulliken charge in e.
Cartesian coordinates (Å):
C1 1.45 -1.18 -1.21  -1.065
C2 0.87 -0.31 -0.39  0.755
O1 1.47 0.23 0.71  -0.474
C3 -0.51 0.37 -0.70  -0.202
N1 -0.57 1.78 -0.42  -0.655
N2 -1.47 -0.36 0.05  -0.374
C4 -1.60 -0.44 1.25  0.478
N3 -1.81 -0.78 2.40  -0.545
H1 0.96 -1.51 -2.11  0.279
H2 2.46 -1.52 -1.06  0.239
H3 2.33 -0.20 0.85  0.330
H4 -0.74 0.20 -1.76  0.425
H5 0.01 2.30 -1.07  0.266
H6 -0.25 1.96 0.53  0.272
H7 -2.61 -0.53 2.94  0.270

---

No. 4
Density functional theory data (wB97M-V/def2-TZVPD) for 2 unconnected molecules or ions with the total composition C5H14 at a distorted geometry.

Results
Expectation value of S²: 0.753
Orbital gap (alpha / beta), eV: 13.910 / 4.637
Electronic energy, hartree: -198.42797
Charge: +1
Spin multiplicity: 2

Last column: Mulliken charge in e.
Cartesian coordinates (Å):
C1 1.93 0.30 0.55  -0.388
C2 2.10 -1.21 0.63  -0.664
H1 2.00 0.76 1.56  0.296
H2 2.63 0.90 -0.06  0.337
H3 0.97 0.63 0.19  -0.174
H4 1.09 -1.59 0.89  0.227
H5 2.76 -1.36 1.41  0.351
H6 2.45 -1.85 -0.21  0.307
C3 -1.47 -0.17 -0.08  -0.103
C4 -1.97 1.28 0.20  -1.176
C5 -0.70 -0.23 -1.37  -0.926
H7 -0.87 -0.45 0.73  0.213
H8 -2.33 -0.92 -0.01  0.356
H9 -2.79 1.42 -0.47  0.387
H10 0.20 0.27 -1.30  0.447
H11 -0.45 -1.33 -1.54  0.325
H12 -1.23 0.21 -2.17  0.420
H13 -2.35 1.46 1.27  0.348
H14 -1.34 2.07 0.15  0.416

---

No. 5
Density functional theory data (wB97M-V/def2-TZVPD) for 4 unconnected molecules or ions with the total composition C35H67Br2F3O12 at a distorted geometry.

Results
Orbital gap, eV: 9.574
SMILES string: C#C[C@@](CCCCCC)(COCC)OC(=O)CC[C@](F)(Br)C(F)(F)Br.COCCOCCOC.COCCOCCOC.COCCOCCOC
Electronic energy, hartree: -7724.01324

Last column: Mulliken charge in e.
Cartesian coordinates (Å):
C1 1.84 2.12 4.35  -0.611
C2 2.06 2.32 3.19  -1.952
C3 2.37 2.58 1.78  3.591
C4 1.61 3.87 1.35  -1.649
C5 0.26 3.64 0.67  -1.044
C6 -0.81 3.04 1.60  -1.216
C7 -1.26 1.61 1.26  0.181
C8 -2.44 1.58 0.27  -0.526
C9 -2.31 0.45 -0.76  -1.018
C10 3.90 2.79 1.68  -1.641
O1 4.36 2.66 0.36  -0.324
C11 4.56 3.86 -0.39  -0.365
C12 3.62 3.91 -1.60  -0.783
O2 1.94 1.54 0.90  0.026
C13 2.63 0.38 0.93  0.581
O3 3.07 -0.13 1.92  -0.622
C14 2.80 -0.23 -0.44  -0.682
C15 3.32 -1.66 -0.36  -1.509
C16 2.38 -2.72 0.22  0.471
F1 2.41 -3.80 -0.61  -0.171
Br1 0.50 -2.17 0.25  -0.145
C17 2.79 -3.23 1.67  0.665
F2 4.07 -2.94 1.93  -0.212
F3 2.04 -2.69 2.63  -0.173
Br2 2.59 -5.18 1.81  -0.175
H1 1.72 2.01 5.40  0.627
H2 2.24 4.52 0.74  0.337
H3 1.38 4.43 2.26  0.766
H4 0.36 3.08 -0.26  0.381
H5 -0.08 4.63 0.36  0.590
H6 -0.49 3.10 2.64  0.477
H7 -1.70 3.67 1.54  0.546
H8 -1.56 1.12 2.19  0.379
H9 -0.45 1.02 0.84  -0.415
H10 -3.38 1.48 0.80  0.350
H11 -2.41 2.52 -0.28  0.312
H12 -1.92 -0.46 -0.32  -0.015
H13 -3.29 0.25 -1.20  0.390
H14 -1.65 0.74 -1.57  0.340
H15 4.13 3.76 2.13  0.526
H16 4.40 2.04 2.29  0.470
H17 5.59 3.84 -0.74  0.471
H18 4.44 4.74 0.24  0.271
H19 3.14 2.93 -1.69  0.090
H20 2.82 4.64 -1.46  0.273
H21 4.16 4.09 -2.53  0.342
H22 1.90 -0.12 -1.03  0.398
H23 3.56 0.39 -0.92  0.428
H24 3.51 -1.98 -1.38  0.461
H25 4.27 -1.65 0.15  0.521
C18 -3.96 -6.17 -1.78  -0.767
O4 -4.84 -5.63 -0.81  -0.315
C19 -4.19 -4.94 0.24  -0.499
C20 -4.94 -3.68 0.63  -0.357
O5 -4.88 -2.64 -0.33  -0.347
C21 -5.62 -2.78 -1.54  -0.319
C22 -7.12 -2.72 -1.38  -0.617
O6 -7.64 -3.92 -0.82  -0.284
C23 -8.73 -3.72 0.04  -0.791
H26 -3.47 -7.07 -1.41  0.314
H27 -4.56 -6.42 -2.65  0.250
H28 -3.21 -5.43 -2.08  0.339
H29 -3.16 -4.67 -0.05  0.302
H30 -4.13 -5.60 1.11  0.393
H31 -4.44 -3.27 1.51  0.418
H32 -5.96 -3.91 0.92  0.100
H33 -5.31 -3.67 -2.09  0.125
H34 -5.32 -1.92 -2.14  0.387
H35 -7.56 -2.59 -2.38  0.411
H36 -7.38 -1.86 -0.76  0.347
H37 -8.52 -2.92 0.77  0.358
H38 -8.90 -4.65 0.58  0.232
H39 -9.64 -3.46 -0.51  0.324
C24 -2.75 9.14 2.11  -0.750
O7 -2.24 8.82 3.39  -0.309
C25 -2.35 7.46 3.74  -0.532
C26 -1.12 6.96 4.47  -0.370
O8 0.04 6.83 3.66  -0.265
C27 0.72 8.00 3.24  -0.294
C28 1.43 8.76 4.33  -0.680
O9 0.52 9.47 5.15  -0.289
C29 0.88 9.52 6.51  -0.785
H40 -3.85 9.17 2.12  0.320
H41 -2.37 10.12 1.84  0.237
H42 -2.42 8.41 1.36  0.328
H43 -2.51 6.84 2.85  0.308
H44 -3.21 7.33 4.41  0.389
H45 -1.34 5.94 4.80  0.397
H46 -0.92 7.55 5.36  0.117
H47 0.06 8.66 2.66  0.165
H48 1.49 7.63 2.55  0.336
H49 2.11 9.48 3.86  0.418
H50 2.02 8.06 4.93  0.347
H51 1.15 8.53 6.89  0.356
H52 0.02 9.88 7.07  0.234
H53 1.72 10.20 6.67  0.322
C30 2.60 -6.69 -7.89  -0.783
O10 2.33 -6.47 -6.53  -0.286
C31 1.24 -7.21 -6.02  -0.563
C32 1.51 -7.74 -4.63  -0.176
O11 2.46 -8.78 -4.56  -0.451
C33 3.83 -8.46 -4.72  -0.326
C34 4.45 -7.70 -3.56  -0.539
O12 4.03 -6.35 -3.55  -0.321
C35 3.84 -5.82 -2.26  -0.795
H54 1.88 -6.17 -8.53  0.323
H55 3.59 -6.30 -8.10  0.233
H56 2.59 -7.76 -8.13  0.354
H57 1.00 -8.05 -6.68  0.348
H58 0.36 -6.56 -5.97  0.361
H59 0.58 -8.19 -4.28  0.384
H60 1.75 -6.93 -3.94  0.045
H61 4.02 -7.95 -5.66  0.131
H62 4.34 -9.43 -4.77  0.396
H63 5.54 -7.74 -3.67  0.380
H64 4.17 -8.20 -2.63  0.313
H65 3.24 -6.49 -1.63  0.366
H66 3.31 -4.88 -2.36  0.196
H67 4.80 -5.64 -1.76  0.396

---

No. 6
Density functional theory data (wB97M-V/def2-TZVPD) for a molecular structure, C9H4BrNO4Y at a distorted geometry.

Results
Orbital gap (alpha / beta), eV: 3.379 / 3.378
Electronic energy, hartree: -3312.00065
Charge: +3

Last column: Mulliken charge in e.
Cartesian coordinates (Å):
O1 -1.64 1.77 -2.42  0.101
C1 -1.67 0.80 -1.76  -0.225
Y1 -1.50 -0.70 -0.47  2.247
O2 -0.72 -2.51 -3.14  0.085
C2 -1.09 -1.88 -2.21  0.167
C3 -3.62 -0.58 -0.35  0.151
O3 -4.77 -0.43 -0.17  0.084
C4 -1.73 -2.47 0.44  -0.205
O4 -1.76 -3.45 1.08  0.128
Br1 2.52 3.73 -0.01  -0.003
C5 1.92 1.98 0.42  -0.662
C6 2.64 1.21 1.33  0.022
C7 2.18 -0.07 1.63  -0.823
C8 1.02 -0.54 1.03  0.135
N1 0.35 0.22 0.17  -0.279
C9 0.76 1.46 -0.15  0.505
H1 3.53 1.59 1.79  0.543
H2 2.72 -0.69 2.35  0.427
H3 0.65 -1.56 1.29  0.219
H4 0.20 2.10 -0.85  0.383

---

Question: Which of these has the lowest electronic energy?
Answer: C35H67Br2F3O12